one.
{
  "formula": "C7H9N",
  "method": "the ωB97M-V functional and the def2-TZVPD basis",
  "elements": ["C", "C", "C", "C", "C", "C", "C", "H", "H", "H", "H", "H", "H", "H", "H", "H", "N"],
  "coordinates": [[1.637, 2.357, -0.675], [0.292, 0.246, -0.378], [0.059, -1.152, -0.852], [-0.756, -2.034, -0.091], [-1.402, -1.559, 1.049], [-1.126, -0.215, 1.466], [-0.322, 0.598, 0.807], [2.236, 2.688, -1.289], [0.813, 3.016, -0.363], [2.150, 2.362, 0.426], [1.573, 0.491, -1.851], [0.461, -1.445, -1.990], [-0.999, -2.903, -0.447], [-2.096, -2.241, 1.734], [-1.587, -0.108, 2.521], [-0.192, 1.557, 1.135], [1.049, 1.021, -1.119]],
  "nbo_charge": [-0.36, 0.20, -0.27, -0.20, -0.27, -0.18, -0.32, 0.18, 0.20, 0.17, 0.39, 0.20, 0.20, 0.21, 0.22, 0.20, -0.58],
  "e_lumo_ev": 1.0,
  "smiles": "CNc1ccccc1",
  "homo_lumo_gap_ev": 8.38,
  "molar_mass_g_mol": 107.16
}

---

two.
{
  "formula": "C7H9N",
  "method": "the ωB97M-V functional and the def2-TZVPD basis",
  "elements": ["C", "C", "C", "C", "C", "C", "C", "H", "H", "H", "H", "H", "H", "H", "H", "H", "N"],
  "coordinates": [[1.881, -0.050, -1.374], [0.854, 0.191, -0.583], [-0.632, 0.434, -0.844], [-1.207, -0.829, -0.235], [0.815, -0.072, 0.871], [0.005, 1.152, 1.311], [-0.946, 1.350, 0.291], [2.966, -0.197, -1.072], [1.768, -0.152, -2.506], [-0.829, 0.595, -1.862], [-0.943, -1.704, -0.889], [-2.219, -0.852, 0.315], [-0.677, -1.497, 1.684], [1.770, -0.302, 1.361], [-0.512, 1.283, 2.476], [-1.998, 1.923, 0.302], [-0.098, -1.273, 0.754]],
  "nbo_charge": [-0.39, 0.05, -0.36, -0.25, -0.17, -0.25, -0.16, 0.21, 0.20, 0.24, 0.24, 0.21, 0.36, 0.23, 0.21, 0.23, -0.61],
  "e_lumo_ev": 1.0,
  "smiles": "C=C1[C@@H]2C=C[C@H]1NC2",
  "homo_lumo_gap_ev": 9.88,
  "molar_mass_g_mol": 107.16
}

---

three.
{
  "formula": "C7H9N",
  "method": "the ωB97M-V functional and the def2-TZVPD basis",
  "elements": ["C", "C", "C", "C", "C", "C", "C", "H", "H", "H", "H", "H", "H", "H", "H", "H", "N"],
  "coordinates": [[-0.525, 1.317, -0.665], [-1.192, -0.335, -2.011], [-0.887, -1.265, 0.271], [0.104, -0.791, 1.470], [1.178, -0.019, 0.694], [0.944, 1.116, -0.195], [-0.426, -0.332, -0.732], [-0.502, 1.879, -1.549], [-1.162, 1.839, 0.106], [-0.502, 0.183, -2.670], [-0.653, -2.285, 0.147], [0.655, -1.544, 2.190], [-0.176, -0.009, 2.274], [2.200, 0.049, 1.178], [1.790, 1.884, -0.253], [-1.952, -1.298, 0.471], [1.107, -0.389, -0.726]],
  "nbo_charge": [-0.41, -0.03, -0.43, -0.43, -0.12, -0.09, -0.05, 0.24, 0.23, 0.10, 0.24, 0.23, 0.21, 0.22, 0.22, 0.24, -0.37],
  "e_lumo_ev": 0.1,
  "homo_lumo_gap_ev": 8.97,
  "molar_mass_g_mol": 107.16
}

---

From most stable to least stable, the computed energies give one, two, three.

---

one.
{
  "formula": "C7H9N",
  "method": "the ωB97M-V functional and the def2-TZVPD basis",
  "elements": ["C", "C", "C", "C", "C", "C", "C", "H", "H", "H", "H", "H", "H", "H", "H", "H", "N"],
  "coordinates": [[-1.858, -0.382, -0.201], [-1.013, -1.055, -1.279], [0.538, -1.215, -0.497], [1.424, -0.083, 0.286], [1.452, 1.351, 0.625], [0.224, 1.687, 0.646], [-0.654, 0.559, 0.216], [-2.650, -0.020, -1.007], [-2.156, -1.213, 0.656], [-1.327, -2.086, -1.811], [-1.268, 0.004, -1.921], [0.874, -2.320, -0.362], [2.326, -0.736, 0.360], [2.472, 1.719, 0.590], [-0.048, 2.559, 0.860], [-0.255, 0.736, -0.866], [0.194, -0.544, 0.675]],
  "nbo_charge": [-0.43, -0.41, -0.07, -0.08, -0.26, -0.10, -0.14, 0.23, 0.24, 0.23, 0.20, 0.21, 0.21, 0.24, 0.19, 0.20, -0.46],
  "e_lumo_ev": 1.0,
  "smiles": "C1=C[C@@H]2[C@@H]3CC[C@@H]1N23",
  "homo_lumo_gap_ev": 8.65,
  "molar_mass_g_mol": 107.16
}

---

two.
{
  "formula": "C7H9N",
  "method": "the ωB97M-V functional and the def2-TZVPD basis",
  "elements": ["C", "C", "C", "C", "C", "C", "C", "N", "H", "H", "H", "H", "H", "H", "H", "H", "H"],
  "coordinates": [[-0.536, 1.470, -0.357], [-0.356, 0.088, -0.219], [0.989, -0.275, -0.129], [-1.574, 2.204, -0.049], [3.245, 1.101, 0.125], [-1.352, -0.993, 0.021], [1.414, -1.671, 0.173], [2.245, 0.493, -0.079], [0.387, 2.050, -0.484], [-2.573, 1.961, 0.208], [-1.648, 3.376, -0.248], [-2.392, -0.652, -0.179], [-1.435, -1.193, 1.146], [-1.061, -1.800, -0.539], [2.528, -1.723, 0.337], [1.276, -2.337, -0.703], [0.843, -2.098, 0.975]],
  "nbo_charge": [-0.24, -0.03, 0.19, -0.36, 0.31, -0.64, -0.66, -0.56, 0.23, 0.19, 0.20, 0.23, 0.23, 0.23, 0.24, 0.23, 0.23],
  "e_lumo_ev": 0.2,
  "homo_lumo_gap_ev": 8.86,
  "molar_mass_g_mol": 107.16
}

---

From most stable to least stable, the computed energies give two, one.

---

one.
{
  "formula": "C7H9N",
  "method": "the ωB97M-V functional and the def2-TZVPD basis",
  "elements": ["C", "C", "C", "N", "C", "C", "C", "C", "H", "H", "H", "H", "H", "H", "H", "H", "H"],
  "coordinates": [[1.368, -1.067, 1.017], [0.451, -0.709, -0.149], [-1.370, 0.499, 0.145], [0.924, -1.230, -1.364], [-0.995, -0.819, 0.090], [-2.474, 1.255, -0.043], [0.168, 1.060, 0.022], [0.864, 2.079, 0.056], [1.924, -1.177, -1.502], [0.415, -0.907, -2.175], [-1.573, -1.711, 0.293], [2.367, -0.657, 0.842], [0.984, -0.659, 1.950], [1.434, -2.154, 1.102], [-3.317, 0.867, -0.601], [-2.501, 2.294, 0.257], [1.329, 3.036, 0.060]],
  "nbo_charge": [-0.62, 0.17, -0.07, -0.81, -0.20, -0.38, -0.13, -0.21, 0.38, 0.38, 0.21, 0.21, 0.23, 0.21, 0.20, 0.20, 0.23],
  "e_lumo_ev": [0.0, -0.4],
  "homo_lumo_gap_ev": [7.67, 6.51],
  "molar_mass_g_mol": 107.16
}

---

two.
{
  "formula": "C7H9N",
  "method": "the ωB97M-V functional and the def2-TZVPD basis",
  "elements": ["C", "C", "C", "C", "C", "C", "C", "H", "H", "H", "H", "H", "H", "H", "H", "H", "N"],
  "coordinates": [[1.051, -1.278, 0.754], [0.739, -1.366, -0.650], [0.523, -0.132, -1.294], [0.133, 1.235, -0.946], [-0.788, 1.525, 0.115], [-1.037, 0.513, 1.157], [-0.173, -0.425, 1.521], [2.184, -1.048, 1.116], [0.928, -2.344, 1.099], [0.885, -2.262, -1.308], [0.747, -0.105, -2.419], [0.847, 2.018, -1.385], [-1.565, 0.393, -1.425], [-0.707, 2.496, 0.568], [-2.007, 0.430, 1.855], [-0.440, -0.955, 2.532], [-1.320, 1.304, -1.291]],
  "nbo_charge": [-0.48, -0.22, -0.18, -0.14, -0.13, -0.24, -0.15, 0.24, 0.22, 0.23, 0.20, 0.22, 0.35, 0.22, 0.23, 0.20, -0.55],
  "e_lumo_ev": 0.9,
  "smiles": "C1=C[C@@H]2N[C@@H]2C=CC1",
  "homo_lumo_gap_ev": 9.51,
  "molar_mass_g_mol": 107.16
}

---

three.
{
  "formula": "C7H9N",
  "method": "the ωB97M-V functional and the def2-TZVPD basis",
  "elements": ["C", "C", "C", "C", "C", "C", "C", "H", "H", "H", "H", "H", "H", "H", "H", "H", "N"],
  "coordinates": [[1.445, 0.504, 1.009], [1.703, 1.013, -0.231], [1.261, 0.370, -1.334], [0.378, -0.698, -1.152], [0.287, -1.193, 0.145], [-2.206, 0.655, 0.497], [-3.054, -0.132, -0.133], [1.963, 1.088, 1.846], [2.493, 1.815, -0.429], [1.622, 0.689, -2.296], [-0.079, -1.239, -1.976], [-0.431, -1.994, 0.337], [-1.542, 0.411, 1.385], [-2.178, 1.785, 0.358], [-2.921, -1.210, 0.072], [-3.652, -0.037, -1.028], [0.834, -0.631, 1.276]],
  "nbo_charge": [0.04, -0.27, -0.16, -0.26, 0.03, -0.38, -0.41, 0.19, 0.22, 0.22, 0.23, 0.19, 0.22, 0.19, 0.18, 0.21, -0.42],
  "e_lumo_ev": 1.0,
  "smiles": "c1ccncc1.C=C",
  "homo_lumo_gap_ev": 10.51,
  "molar_mass_g_mol": 107.16
}

---

four.
{
  "formula": "C7H9N",
  "method": "the ωB97M-V functional and the def2-TZVPD basis",
  "elements": ["C", "C", "C", "C", "C", "C", "C", "H", "H", "H", "H", "H", "H", "H", "H", "H", "N"],
  "coordinates": [[0.973, 1.810, 2.698], [0.362, 0.657, 1.935], [0.682, 0.596, 0.421], [-0.235, 0.282, -0.690], [-0.381, -0.950, -1.235], [-1.236, -1.275, -2.387], [-1.920, -1.514, -3.342], [0.380, 2.723, 2.371], [2.033, 2.047, 2.471], [0.907, 1.881, 3.724], [-0.678, 0.455, 2.208], [1.024, -1.261, 1.304], [1.355, 1.419, 0.070], [-0.885, 1.075, -1.168], [0.142, -1.881, -0.953], [-2.618, -1.838, -4.109], [1.267, -0.322, 1.382]],
  "nbo_charge": [-0.62, -0.05, -0.12, -0.15, -0.28, -0.05, -0.23, 0.20, 0.22, 0.21, 0.20, 0.37, 0.20, 0.23, 0.22, 0.24, -0.59],
  "e_lumo_ev": 0.9,
  "smiles": "C#C/C=C/[C@@H]1N[C@H]1C",
  "homo_lumo_gap_ev": 9.72,
  "molar_mass_g_mol": 107.16
}

---

From most stable to least stable, the computed energies give three, four, two, one.